Record 1
Entry from the Open Molecules 2025 dataset: C6H10O as an isolated structure (ωB97M-V with the def2-TZVPD basis set).

```
17
Properties=species:S:1:pos:R:3:nbo_charge:R:1
C 2.34 -0.51 -0.04 -0.724
C 0.78 -0.40 0.29 0.167
C -0.68 -0.36 -0.99 -0.462
C -1.66 0.52 -0.08 -0.006
C -2.28 -0.70 0.47 -0.334
O -0.89 1.24 0.85 -0.531
C 0.51 0.99 0.73 -0.207
H 2.90 0.43 -0.30 0.214
H 2.52 -1.20 -0.87 0.228
H 2.95 -0.93 0.79 0.236
H 0.01 0.07 -1.67 0.196
H -1.40 -0.95 -1.66 0.239
H -2.39 1.27 -0.51 0.206
H -3.06 -1.31 -0.05 0.192
H -1.61 -1.11 1.25 0.194
H 0.97 1.76 0.05 0.175
H 0.96 1.19 1.72 0.217
```

Calculated values
E_LUMO (alpha / beta) (Eh): -0.0095 / 0.0218
Relative energy (zero: lowest compared OMol25 entry of this formula, charge and spin) (kJ/mol): 673.6
2S+1: 1
Electronic energy (eV): -8424.2590



Record 2
Entry from the Open Molecules 2025 dataset: a 2-piece molecular cluster, C6H10O overall (ωB97M-V with the def2-TZVPD basis set).

```
17
Properties=species:S:1:pos:R:3:nbo_charge:R:1
C 0.16 -1.15 0.58 -0.198
C -0.30 -2.13 -0.19 -0.381
C -1.08 0.04 2.29 -0.363
C -0.59 0.05 1.06 -0.073
C -0.90 1.21 0.15 -0.206
C -1.32 1.04 -1.09 -0.374
H 1.13 -1.23 1.06 0.209
H 0.19 -3.07 -0.33 0.200
H -1.24 -2.05 -0.72 0.189
H -1.67 0.83 2.72 0.198
H -0.84 -0.73 3.03 0.196
H -0.45 2.13 0.55 0.216
H -1.40 1.72 -1.92 0.202
H -1.55 0.04 -1.47 0.185
H 2.33 0.97 -2.55 0.473
H 3.17 -0.14 -1.85 0.472
O 3.07 0.81 -1.95 -0.944
```

Calculated values
E_LUMO (Eh): 0.0292
Structure (SMILES): C=CC(=C)C=C.O
Relative energy (zero: lowest compared OMol25 entry of this formula, charge and spin) (kJ/mol): 208.7
2S+1: 1
Electronic energy (eV): -8429.0777



Record 3
Entry from the Open Molecules 2025 dataset: C6H10O in the gas phase (ωB97M-V with the def2-TZVPD basis set).

```
17
Properties=species:S:1:pos:R:3:nbo_charge:R:1
C 1.43 0.32 -1.45 -0.615
C 0.07 -0.19 -1.04 0.056
O 0.15 -1.41 -0.30 -0.527
C -0.96 -1.34 0.57 -0.064
C -0.95 0.03 1.15 -0.314
C 0.30 0.69 1.51 -0.415
C -0.59 0.80 -0.06 -0.209
H 2.04 -0.45 -1.93 0.216
H 1.93 0.70 -0.56 0.215
H 1.29 1.16 -2.15 0.211
H -0.52 -0.42 -1.96 0.184
H -1.86 -1.16 -0.06 0.162
H -0.93 -2.20 1.25 0.200
H -1.82 0.35 1.71 0.226
H 1.27 0.20 1.37 0.217
H 0.30 1.27 2.46 0.226
H -1.16 1.62 -0.52 0.233
```

Calculated values
E_LUMO (Eh): 0.0413
Structure (SMILES): C[C@H]1OC[C@H]2C[C@H]21
Relative energy (zero: lowest compared OMol25 entry of this formula, charge and spin) (kJ/mol): 222.8
2S+1: 1
Electronic energy (eV): -8428.9311



Record 4
Entry from the Open Molecules 2025 dataset: a 2-piece molecular cluster, C6H10O overall (ωB97M-V with the def2-TZVPD basis set).

```
17
Properties=species:S:1:pos:R:3:nbo_charge:R:1
C -1.94 -0.52 -0.30 -0.609
C -0.67 -0.58 0.52 -0.216
C 0.29 -1.76 0.18 -0.487
C 1.41 -0.84 0.32 0.051
C 1.89 0.30 0.55 -0.193
C 0.29 0.68 0.38 0.138
O 0.10 1.37 -0.82 -0.704
H -1.72 -0.38 -1.36 0.217
H -2.52 -1.44 -0.18 0.213
H -2.56 0.32 0.02 0.225
H -0.91 -0.66 1.59 0.214
H 0.16 -2.17 -0.83 0.228
H 0.27 -2.58 0.91 0.241
H 2.31 3.06 -0.53 -0.015
H 2.87 2.82 -0.11 0.014
H 0.09 1.39 1.18 0.207
H 0.64 0.97 -1.50 0.477
```

Calculated values
E_LUMO (Eh): 0.0287
Relative energy (zero: lowest compared OMol25 entry of this formula, charge and spin) (kJ/mol): 495.2
2S+1: 1
Electronic energy (eV): -8426.1078



Record 5
Entry from the Open Molecules 2025 dataset: C6H10O as an isolated structure (ωB97M-V with the def2-TZVPD basis set).

```
17
Properties=species:S:1:pos:R:3:nbo_charge:R:1
C 2.29 0.15 -0.01 -0.660
C 0.82 -0.09 0.08 0.082
C 0.15 -1.16 0.59 -0.335
C -1.10 -1.26 -0.11 -0.007
C -1.47 0.15 -0.54 -0.541
C -0.12 0.87 -0.60 0.046
O -0.05 2.16 -0.02 -0.701
H 2.50 1.20 0.23 0.240
H 2.63 -0.01 -1.04 0.229
H 2.88 -0.49 0.65 0.223
H 0.61 -1.97 1.15 0.223
H -2.71 -1.57 1.15 0.006
H -2.26 -1.86 0.52 0.076
H -2.00 0.13 -1.50 0.226
H -2.13 0.66 0.18 0.240
H 0.17 1.02 -1.65 0.189
H -0.21 2.04 0.93 0.464
```

Calculated values
E_LUMO (Eh): -0.0043
Relative energy (zero: lowest compared OMol25 entry of this formula, charge and spin) (kJ/mol): 432.0
2S+1: 1
Electronic energy (eV): -8426.7633



Record 6
Entry from the Open Molecules 2025 dataset: a 2-piece molecular cluster, C6H10O overall (ωB97M-V with the def2-TZVPD basis set).

```
17
Properties=species:S:1:pos:R:3:nbo_charge:R:1
C 0.32 -1.19 1.79 -0.216
C 1.33 -0.66 2.48 -0.379
C -0.64 -0.25 -0.30 -0.219
C -0.64 -0.35 1.03 -0.213
C -1.69 0.32 -2.41 -0.364
C -1.75 0.34 -1.08 -0.223
H 0.22 -2.26 1.81 0.209
H 2.05 -1.29 3.00 0.203
H 1.47 0.42 2.45 0.193
H 0.12 -0.70 -0.92 0.205
H -1.44 0.07 1.61 0.207
H -0.80 -0.04 -2.91 0.185
H -2.46 0.55 -3.15 0.205
H -2.64 0.66 -0.57 0.206
H 1.42 1.60 -1.02 0.470
H 2.77 1.11 -0.56 0.467
O 2.36 1.66 -1.25 -0.935
```

Calculated values
E_LUMO (Eh): 0.0289
Structure (SMILES): C=C/C=C/C=C.O
Relative energy (zero: lowest compared OMol25 entry of this formula, charge and spin) (kJ/mol): 164.2
2S+1: 1
Electronic energy (eV): -8429.5385



Record 7
Entry from the Open Molecules 2025 dataset: a 2-piece molecular cluster, C6H10O overall (ωB97M-V with the def2-TZVPD basis set).

```
17
Properties=species:S:1:pos:R:3:nbo_charge:R:1
C -0.59 -0.01 -0.98 -0.514
C 0.72 0.44 -0.38 0.638
O 1.13 1.57 -0.46 -0.561
C 1.29 -0.57 0.58 -0.556
C 0.28 -0.68 1.71 -0.178
C -0.98 -0.27 1.54 -0.184
C -1.52 0.26 0.22 -0.431
H -0.88 0.60 -1.85 0.237
H -0.58 -1.07 -1.27 0.217
H 1.26 0.53 -2.99 -0.039
H 1.39 1.11 -2.54 0.031
H 1.44 -1.55 0.10 0.227
H 2.25 -0.20 0.94 0.238
H 0.62 -1.07 2.66 0.214
H -1.67 -0.28 2.38 0.213
H -1.64 1.35 0.30 0.226
H -2.51 -0.17 0.03 0.222
```

Calculated values
E_LUMO (Eh): 0.0347
Structure (SMILES): O=C1CC=CCC1.[H][H]
Relative energy (zero: lowest compared OMol25 entry of this formula, charge and spin) (kJ/mol): 116.6
2S+1: 1
Electronic energy (eV): -8430.0318